Record 1
ORCA calculation (ωB97M-V/def2-TZVPD) on a 9-piece molecular cluster, C23H35Cl2F9N8O18S overall in a non-equilibrium geometry.

The calculation puts the total energy at -4906.34876 a.u. The calculation puts the frontier orbital gap at 0.3139 Eh.

```
! wB97M-V def2-TZVPD RIJCOSX def2/J DEFGRID3
* xyz 0 1
Cl 5.39488 -1.74711 1.15138
Cl 6.10163 1.25212 1.47382
S 3.29579 5.41514 1.45146
F -1.03675 2.77172 2.40482
F -4.62180 3.46277 0.55811
F -2.58694 4.82545 1.46514
F -4.74245 1.24697 -0.43882
F -3.18324 0.40611 0.79104
F -3.64254 2.43646 2.19210
F -2.68822 1.54757 -1.03625
F -2.29175 4.18477 -0.59054
F -0.54369 2.17813 0.36626
O -3.94333 2.01489 7.08615
O 4.23811 -4.15763 2.42584
O -1.00434 -2.72001 -0.33413
O 6.26648 -4.83418 2.67974
O 5.55277 3.78741 -0.00342
O 10.02159 1.22316 -1.45705
O -0.52769 -8.09480 -3.10697
O -6.22752 -11.83450 -3.89026
O -6.38490 -10.09971 -5.15780
O -1.18727 -3.36623 -2.38056
O -1.88159 2.62192 6.92866
O -6.74452 -3.32552 0.75771
O -0.00948 7.21794 -1.07766
O -8.59674 -2.22510 0.83287
O -2.43188 -8.45982 -2.17073
O 1.61580 2.81472 -2.53105
O -1.97006 8.07111 -1.32352
O 8.00405 0.97714 -0.74078
N -7.39165 -2.29845 0.76487
N -5.86743 -10.74107 -4.26773
N 8.91797 1.64180 -1.18836
N -2.99558 2.46372 6.47884
N 5.06554 -4.97582 2.76201
N -0.81644 7.92455 -1.65138
N -1.62037 -7.74469 -2.72624
N -1.60193 -2.81311 -1.38061
C -2.32095 3.74401 0.68163
C 4.58108 -6.26705 3.32412
C -1.99212 -6.32208 -2.96052
C 0.75969 4.48542 -0.30006
C -3.50990 2.77917 0.90259
C -6.64327 -1.01516 0.67904
C -2.95456 -2.19455 -1.43880
C 4.31547 -0.50613 0.43988
C 3.20529 -0.22827 1.45448
C 2.09447 3.81548 -0.44116
C 0.14389 4.29522 1.09244
C -3.23139 2.84920 5.06033
C 8.66824 3.09064 -1.41876
C -0.93817 3.23180 1.12913
C 3.10773 1.60447 -1.11532
C -4.69428 -10.12232 -3.59105
C -3.48945 1.46746 0.02680
C 4.43678 3.30470 -0.02425
C 5.11979 0.75421 0.05735
C 3.19839 4.10531 0.25170
C -0.35401 8.66872 -2.85454
C 4.18802 1.86300 -0.38027
C 2.21628 2.73006 -1.48043
H 0.93906 5.54753 -0.43026
H 0.12653 4.14604 -1.11034
H -5.58479 -1.23780 0.62379
H -2.98991 -6.15980 -2.56960
H 2.96713 -1.10752 2.03364
H -3.56564 -2.67523 -0.67930
H -1.26486 -5.70392 -2.44631
H -3.93431 -9.95388 -4.34731
H -6.98228 -0.50066 -0.21480
H 8.83175 3.28256 -2.47515
H -1.95776 -6.14917 -4.03166
H -3.55797 1.95998 4.53398
H 3.18029 4.68501 2.57505
H 4.98438 -6.35620 4.32800
H 3.44836 0.61965 2.08582
H -5.02506 -9.18408 -3.15823
H -3.36612 -2.35232 -2.42864
H -4.00520 3.61093 5.05494
H -0.17916 5.22023 1.55089
H 4.95490 -7.06080 2.68488
H 3.49804 -6.25090 3.33642
H 3.88150 -0.95655 -0.44441
H -4.33623 -10.79822 -2.82484
H 0.69095 8.43718 -3.02123
H -2.83356 -1.13783 -1.23057
H -0.49574 9.72633 -2.65540
H -2.30526 3.22922 4.64668
H 7.64898 3.31627 -1.12729
H 9.37892 3.64133 -0.81039
H 5.79613 0.52124 -0.74397
H 2.30136 0.04307 0.91014
H 2.84187 0.61452 -1.44757
H 0.91255 3.89427 1.74348
H -0.96642 8.34602 -3.69072
H -6.87395 -0.43764 1.56899
*
```

=====

Record 2
ORCA calculation (ωB97M-V/def2-TZVPD) on an isolated molecule of C5H6N2S2 in a non-equilibrium geometry.

Its energy above the lowest of the compared OMol25 structures with the same formula, charge and spin is 151.8 kJ/mol. The calculation puts the total energy at -1099.90086 a.u. The calculation puts the frontier orbital gap at 0.2755 Eh.

```
! wB97M-V def2-TZVPD RIJCOSX def2/J DEFGRID3
* xyz 0 1
S 1.25615 -0.57244 -2.92874
S -0.85010 -0.49398 -2.61546
N 1.59876 0.39883 -1.56187
N 0.67313 0.02160 -0.55613
C -0.06343 0.14090 1.76230
C 1.05362 0.47688 0.78625
C -0.56250 -0.42262 -0.90686
C -1.21494 -0.47308 1.39954
C -1.53226 -0.73176 -0.00884
H -2.63915 -0.94484 -0.14639
H 1.26419 1.39962 -1.87051
H -2.04798 -0.66921 2.00803
H 0.05591 0.58699 2.80148
H 1.15092 1.53396 0.66997
H 1.85768 -0.25084 1.16722
*
```

=====

Record 3
ORCA calculation (ωB97M-V/def2-TZVPD) on a 3-piece molecular cluster, C3H9NOS overall in a non-equilibrium geometry.

Its energy above the lowest of the compared OMol25 structures with the same formula, charge and spin is 822.9 kJ/mol. The calculation puts the total energy at -647.58465 a.u. The calculation puts the frontier orbital gap at 0.1534 Eh.

```
! wB97M-V def2-TZVPD RIJCOSX def2/J DEFGRID3
* xyz 0 1
S -1.94590 0.62298 -1.08282
O 1.69136 -0.62931 1.04083
N -1.32000 1.74249 1.83375
C 0.12480 -1.31041 -1.25427
C -0.24715 0.19257 -1.33397
C -0.34874 0.94413 1.82213
H 0.37566 0.59957 -0.51188
H -0.53167 -1.71071 -0.49105
H -0.04550 -1.80272 -2.21405
H -0.05324 0.60047 -2.32611
H 1.17254 -1.38719 -0.99615
H 0.67918 1.21414 2.12259
H -1.79438 1.76113 0.89426
H 2.65848 -0.75172 1.03415
H -0.41545 -0.08543 1.46260
*
```

=====

Record 4
ORCA calculation (ωB97M-V/def2-TZVPD) on an isolated molecule of C21H26F3IN2O2S in a non-equilibrium geometry.

Its energy above the lowest of the compared OMol25 structures with the same formula, charge and spin is 0.0 kJ/mol. The calculation puts the total energy at -2071.29917 a.u. The calculation puts the frontier orbital gap at 0.2957 Eh.

```
! wB97M-V def2-TZVPD RIJCOSX def2/J DEFGRID3
* xyz 0 1
I -1.98199 7.20126 -3.00305
S -1.75978 -1.53412 2.57189
F -7.28305 3.18049 -0.86399
F -7.10875 2.07921 -2.70740
F -7.36033 1.02825 -0.83702
O 5.53099 -2.03036 0.49222
O -3.45112 5.79779 -0.90999
N -1.13285 2.04278 -0.85838
N -2.67582 -0.04217 0.24664
C -1.00452 -3.05227 3.28332
C -1.38236 0.00812 0.37005
C -4.64926 1.00981 -0.59643
C 5.11340 -2.87506 1.53395
C 1.62321 -0.09066 -0.77732
C -3.13713 3.07845 -1.68611
C 0.07948 -3.67170 2.41400
C 4.74830 -0.85137 0.33825
C -0.69526 -1.09019 1.15130
C -6.75609 2.07239 -1.40496
C -2.31821 4.19428 -2.27957
C 3.07268 0.30197 -1.14523
C -2.49436 2.02594 -0.99350
C -4.50518 3.08219 -1.81915
C -0.58644 1.05973 -0.19768
C 4.04706 -0.86088 -0.99330
C -3.24918 0.98600 -0.44960
C 0.90605 1.07813 -0.07951
C -2.76152 5.55484 -1.82100
C -5.26440 2.03578 -1.26278
C 5.67057 -4.26333 1.29316
H -0.55070 -1.94269 0.49997
H 0.50824 -4.51466 2.94792
H 5.49974 -4.53221 0.25750
H 6.74107 -4.27012 1.47741
H -1.26929 4.07680 -2.02687
H -0.32287 -4.01407 1.46897
H 4.02230 -2.94824 1.57488
H 5.44980 -2.51884 2.51169
H 1.71771 -0.91296 -0.07634
H 0.88529 -2.96456 2.24852
H 1.20600 1.14936 0.96336
H 1.08148 -0.41625 -1.65823
H 3.08242 0.67993 -2.16255
H 5.19862 -4.98869 1.94477
H 5.42551 -0.00241 0.42327
H 1.23903 1.99754 -0.55000
H 3.35777 1.13236 -0.50208
H -2.40714 4.18033 -3.36207
H -1.82100 -3.74613 3.42126
H 4.02969 -0.77636 1.15675
H 0.24213 -0.74027 1.55341
H -5.22351 0.21170 -0.15980
H -5.00971 3.87404 -2.34647
H -0.58596 -2.77215 4.24044
H 4.78022 -0.90220 -1.79294
H 3.48903 -1.79459 -1.06157
*
```

=====

Record 5
ORCA calculation (ωB97M-V/def2-TZVPD) on C22H26BN7O4Pt as an isolated structure.

Its energy above the lowest of the compared OMol25 structures with the same formula, charge and spin is 32.4 kJ/mol. The calculation puts the total energy at -1682.38741 a.u. The calculation puts the frontier orbital gap at 0.2689 Eh.

```
! wB97M-V def2-TZVPD RIJCOSX def2/J DEFGRID3
* xyz 0 1
Pt -0.00794 -0.64324 -0.14307
O -3.02613 -0.08451 -6.07956
O -4.92528 -0.10573 -5.06297
O 0.98400 -1.55814 -1.62657
O 0.96337 -2.05850 -3.80112
N -0.79321 0.33231 1.44261
N 0.33917 1.65498 -0.95106
N -3.72479 -0.28422 -5.10946
N 1.20876 2.23444 -0.08163
N 2.18592 0.41764 1.45061
N -0.06070 1.36370 1.93034
N 1.68704 -0.74866 0.96521
C -0.42502 1.97309 -3.26367
C 3.40274 0.18629 1.97050
C 1.32826 3.39145 -1.95107
C -3.83196 -0.94118 -2.74025
C 2.58568 -1.71035 1.14338
C -3.06091 -0.77360 -3.88008
C -1.71150 -1.04278 -3.92056
C -3.21320 -1.40082 -1.59668
C 2.35622 -3.10719 0.68656
C -1.08795 -1.47654 -2.75571
C -2.90347 -0.85037 1.94641
C 1.81946 3.28617 -0.66808
C -1.84013 -1.65832 -1.58949
C 0.40658 -1.72515 -2.77711
C -1.85117 1.16819 3.20089
C 0.40356 2.34138 -2.08010
C -0.68606 1.88543 3.00049
C -1.87546 0.19416 2.20160
C 2.83627 4.13042 0.02463
C -0.15106 3.03731 3.78066
C 4.22466 1.25178 2.61189
C 3.69769 -1.15264 1.78346
B 1.33745 1.71051 1.36732
H -0.02989 3.91924 3.15163
H -1.13638 -0.91526 -4.82525
H -0.84266 3.27906 4.58512
H 0.82021 2.80502 4.21734
H 2.70074 -3.23292 -0.33974
H 3.68201 1.73782 3.42265
H 2.45222 4.53404 0.96193
H 3.73865 3.56042 0.25246
H -2.58647 1.32389 3.97178
H -0.68765 2.85943 -3.84084
H -3.80000 -1.57926 -0.70869
H 3.11863 4.96197 -0.61795
H 4.59693 -1.66329 2.08292
H -2.44715 -1.74540 1.52291
H 1.83730 2.54333 2.06277
H -1.41370 -2.20586 -0.72224
H -4.89016 -0.73142 -2.77471
H 1.29171 -3.34069 0.70705
H 5.13453 0.81429 3.01737
H 1.59716 4.12880 -2.68898
H 2.88972 -3.80646 1.32830
H 0.11393 1.29285 -3.92644
H 4.50761 2.02172 1.89372
H -3.40117 -1.12029 2.87614
H -3.66252 -0.48428 1.25501
H -1.34388 1.48341 -2.94216
*
```

=====

Record 6
ORCA calculation (ωB97M-V/def2-TZVPD) on a 2-piece molecular cluster, C4H10N2OS overall in a non-equilibrium geometry.

Its energy above the lowest of the compared OMol25 structures with the same formula, charge and spin is 438.4 kJ/mol. The calculation puts the total energy at -741.21102 a.u. The calculation puts the frontier orbital gap (alpha / beta) at 0.3177 / 0.3177 Eh.

```
! wB97M-V def2-TZVPD RIJCOSX def2/J DEFGRID3
* xyz 0 1
S 3.43594 0.26517 -0.07005
O 2.10864 -1.88690 -0.88016
N 0.44748 0.21472 0.88508
N -0.44122 0.54251 0.02236
C 2.26019 -1.04980 -0.04309
C -1.54077 -0.04921 -0.45279
C -2.22808 -1.14573 0.33022
C -0.06998 1.68726 -0.80642
H -1.50644 -1.44992 1.05283
H 1.87113 -1.15718 1.01022
H 3.16986 0.90301 1.09323
H -3.05180 -0.75927 0.89625
H -0.08268 1.48226 -1.87405
H -0.75119 2.48666 -0.67518
H -2.62628 -1.90377 -0.36189
H -2.21399 0.50898 -1.04599
H 1.04698 1.87073 -0.52492
H 0.17223 -0.55950 1.44436
*
```